Formula: C19H45ClN9O24PS2
Source: the Open Molecules 2025 dataset
Level of theory: ωB97M-V with the def2-TZVPD basis set

Its HOMO energy is -8.30 eV. The largest force on an atom is 4.769 eV/Å. The SMILES is CCSC[C@]1(P(O)Cl)CS(=O)(=O)OC[C@H]1COC(C)=O.C[N+](=O)[O-].C[N+](=O)[O-].C[N+](=O)[O-].C[N+](=O)[O-].C[N+](=O)[O-].C[N+](=O)[O-].C[N+](=O)[O-].C[N+](=O)[O-].C[N+](=O)[O-]. Its charge is 0. The calculation puts the gap between HOMO and LUMO at 7.84 eV.

CARTESIAN COORDINATES (ANGSTROEM)
1 C -3.585642 -2.229951 0.707841
2 C -2.289261 -1.631744 1.263624
3 S -0.851502 -2.568387 0.570840
4 C -0.949321 -2.368097 -1.239507
5 C 0.268406 -1.578910 -1.766456
6 P 1.740030 -2.453017 -0.953186
7 O 2.767116 -1.245792 -0.539410
8 Cl 2.603272 -3.638922 -2.472133
9 C 0.115202 -0.128088 -1.281657
10 S -1.229659 0.711202 -2.138457
11 O -0.910323 2.103546 -2.164675
12 O -2.441741 0.513704 -1.430430
13 O -1.333970 0.253773 -3.663144
14 C -1.045634 -1.143513 -3.884869
15 C 0.316155 -1.543976 -3.309885
16 C 1.301527 -0.556856 -3.925093
17 O 2.681214 -0.910310 -3.709520
18 C 3.477240 0.177226 -3.538048
19 C 3.496126 1.288316 -4.553589
20 O 4.164245 0.225106 -2.613019
21 H -3.476348 -2.620544 -0.292294
22 H -4.377012 -1.489899 0.772661
23 H -3.867401 -3.067501 1.336287
24 H -2.246958 -1.705610 2.329143
25 H -2.159707 -0.611024 0.925353
26 H -0.900936 -3.370079 -1.653557
27 H -1.889938 -1.921315 -1.532413
28 H 3.208512 -1.595061 0.247465
29 H -0.071478 -0.030163 -0.219047
30 H 0.999094 0.456715 -1.495438
31 H -0.948638 -1.257062 -4.956735
32 H -1.848009 -1.806426 -3.584234
33 H 0.526371 -2.523017 -3.727921
34 H 1.128768 -0.570180 -5.001338
35 H 1.148547 0.469878 -3.610624
36 H 4.092784 2.080444 -4.130919
37 H 2.517489 1.716954 -4.729800
38 H 3.963236 1.006531 -5.489286
39 C 4.495477 2.266577 -0.109713
40 N 4.098319 3.691948 -0.274192
41 O 4.861767 4.544562 0.133856
42 O 3.028842 3.901113 -0.811922
43 H 5.461746 2.229984 0.380031
44 H 3.734686 1.782193 0.495655
45 H 4.544702 1.823414 -1.100317
46 C -0.892460 -6.750278 0.437005
47 N -1.343729 -5.972626 -0.744837
48 O -0.604849 -5.936640 -1.710666
49 O -2.420345 -5.422472 -0.658953
50 H 0.076284 -7.180555 0.217021
51 H -0.829214 -6.062838 1.276013
52 H -1.628346 -7.527353 0.620862
53 C 6.189990 -3.865221 1.155105
54 N 4.721577 -3.797223 0.908989
55 O 4.028390 -3.272471 1.763783
56 O 4.318349 -4.262417 -0.134772
57 H 6.400959 -3.410958 2.116053
58 H 6.473605 -4.913203 1.148493
59 H 6.679660 -3.323979 0.350843
60 C -0.905485 1.249757 4.749457
61 N -1.519578 -0.007162 4.248424
62 O -0.775180 -0.912659 3.919166
63 O -2.732380 -0.048709 4.201454
64 H 0.172274 1.137958 4.736038
65 H -1.219560 2.056536 4.091857
66 H -1.264194 1.408401 5.751949
67 C -2.041096 -2.022071 8.152870
68 N -1.269082 -0.748462 8.194725
69 O -1.303250 -0.038661 7.203354
70 O -0.660151 -0.505786 9.210515
71 H -2.528686 -2.099243 7.187652
72 H -1.336255 -2.834612 8.300217
73 H -2.769881 -1.986972 8.956869
74 C -2.694039 4.006149 -0.465450
75 N -3.700247 5.014697 -0.033610
76 O -4.780298 5.005912 -0.580601
77 O -3.361356 5.785481 0.848444
78 H -3.112430 3.388439 -1.248738
79 H -1.828932 4.551180 -0.830012
80 H -2.443313 3.410050 0.406930
81 C -4.011980 8.707736 0.623989
82 N -4.412968 10.136831 0.489138
83 O -3.667632 10.981725 0.949783
84 O -5.463053 10.363235 -0.077581
85 H -3.063228 8.660776 1.144115
86 H -4.786960 8.199653 1.187987
87 H -3.924932 8.296515 -0.375622
88 C -1.502929 8.728408 -3.350705
89 N -2.024015 7.373495 -3.014949
90 O -1.709885 6.451819 -3.735579
91 O -2.734751 7.290925 -2.030435
92 H -0.891452 8.651533 -4.241718
93 H -2.359324 9.374729 -3.519295
94 H -0.916831 9.071601 -2.503315
95 C 3.087369 -8.677888 -0.037037
96 N 1.930132 -9.442004 0.511677
97 O 1.400052 -10.254707 -0.214552
98 O 1.599948 -9.189201 1.654507
99 H 3.264836 -9.004928 -1.054551
100 H 2.828616 -7.622619 -0.007537
101 H 3.944842 -8.887365 0.595306

Forces on atoms 1 to 3 (eV/Å):
0.130 0.187 0.940
-0.047 -0.604 -2.183
0.028 0.068 0.881